a:
The following is a quantum chemistry calculation of one molecule with the formula C3H8N2O2, from OMol25.

* spin multiplicity: 1
* Kohn-Sham gap (alpha / beta): 7.29 / 7.30 eV

Each line ends with the Mulliken charge.
CARTESIAN COORDINATES (ANGSTROEM)
C 0.27400 1.47993 1.03540  -1.1461
C 1.97001 -0.14967 -0.03399  -1.1869
N -2.24712 -1.10042 -1.22476  -0.4356
C 0.58653 0.42194 0.03445  0.7948
O -1.86233 0.15946 -0.56382  -0.1946
O -2.36806 -2.10700 -0.28578  -0.3900
N -0.28202 0.12886 -0.84259  -0.1797
H -3.22294 -2.53905 -0.44063  0.3532
H -0.36843 -0.71585 -1.52134  0.4048
H 0.02289 2.42528 0.54838  0.3084
H 1.09514 1.65145 1.73507  0.3446
H -0.56277 1.22030 1.68649  0.3356
H 2.18089 -0.69195 0.88827  0.3204
H 2.08361 -0.83378 -0.87289  0.3425
H 2.70060 0.65051 -0.14225  0.3285

=====

b:
The following is a quantum chemistry calculation of a 2-piece molecular cluster, C3H8N2O2 overall, from OMol25.

* spin multiplicity: 1
* Kohn-Sham gap: 10.25 eV

Each line ends with the Mulliken charge.
CARTESIAN COORDINATES (ANGSTROEM)
H -2.32722 0.89550 0.52879  0.1432
N -1.39920 0.51912 0.35655  -0.5685
C -0.93959 -0.07079 1.39571  0.5508
N -1.55407 -0.20090 2.62518  -0.4760
O 0.24224 -0.69139 1.39436  -0.5285
H -0.93811 -0.46441 3.37998  0.2374
H -2.22417 0.51336 2.86104  0.2442
H 0.57924 -0.72602 0.46724  0.4438
C 0.51813 -0.00554 -2.06540  -0.2098
C 1.92941 0.17188 -1.72755  -0.1750
O 1.17873 -0.90102 -1.16177  -0.4982
H -0.23504 0.61552 -1.58478  0.1677
H 0.25011 -0.46394 -3.01467  0.2302
H 2.21920 0.95396 -1.02739  0.2201
H 2.70033 -0.14532 -2.42730  0.2187

=====

Short version: b, a, most stable first.

=====

a:
The following is a quantum chemistry calculation of one molecule with the formula C3H8N2O2, from OMol25.

* spin multiplicity: 1
* Kohn-Sham gap: 10.46 eV

Each line ends with the Mulliken charge.
CARTESIAN COORDINATES (ANGSTROEM)
N -0.54283 -2.63847 0.74653  -0.4022
C 0.23231 -1.50754 0.61130  0.5168
O 1.40152 -1.48732 0.93986  -0.6048
N -0.41598 -0.38060 0.14226  -0.2620
C 0.38973 0.71419 -0.37003  -0.4951
C -0.25996 2.09076 -0.24206  -0.3738
O -0.41888 2.65777 -1.54022  -0.5268
H -1.41156 -2.78746 0.27890  0.1793
H -0.33265 -3.19239 1.55711  0.2229
H -1.30612 -0.51967 -0.31120  0.2392
H 1.28128 0.67991 0.16990  0.3888
H 0.56789 0.58171 -1.42799  0.2917
H 0.36463 2.75454 0.35336  0.2892
H -1.26867 2.01675 0.16775  0.2375
H 0.00707 3.51232 -1.62506  0.2993

=====

b:
The following is a quantum chemistry calculation of one molecule with the formula C3H8N2O2, from OMol25.

* spin multiplicity: 1
* Kohn-Sham gap: 8.76 eV

Each line ends with the Mulliken charge.
CARTESIAN COORDINATES (ANGSTROEM)
H -1.44338 -1.21161 -1.83852  0.3358
N -1.68716 -1.31037 -0.84128  -0.6471
C -1.07548 -0.45061 -0.17382  0.6055
C -1.20598 -0.21133 1.28808  -1.1267
N -0.13379 0.46721 -0.88778  0.2231
O -0.15985 0.39305 -2.17428  -0.7466
C 1.51711 0.08818 -0.31164  -0.5911
O 1.95366 0.48025 0.92858  -0.4516
H -1.93137 -0.90985 1.69664  0.3269
H -1.54724 0.80846 1.47439  0.3144
H -0.24904 -0.34989 1.79317  0.2978
H 0.13791 1.34181 -0.35784  0.3383
H 2.09414 0.47680 -1.15657  0.4141
H 1.44918 -0.99848 -0.34126  0.3613
H 2.28129 1.38640 0.90214  0.3459

=====

Short version: a, b, most stable first.

=====

a:
The following is a quantum chemistry calculation of one molecule with the formula C3H8N2O2, from OMol25.

* spin multiplicity: 1
* Kohn-Sham gap: 10.52 eV

Each line ends with the Mulliken charge.
CARTESIAN COORDINATES (ANGSTROEM)
N -1.87421 -0.89377 -1.03851  -0.3870
C -1.67238 -0.19799 0.12465  0.4652
O -2.39297 0.67925 0.53305  -0.6153
N -0.58308 -0.68325 0.90467  -0.2994
C 0.72852 -0.48469 0.33066  -0.7431
C 1.19976 0.94501 0.13523  -0.2311
O 2.49274 0.81116 -0.42602  -0.5153
H -1.35567 -1.74858 -1.13654  0.2365
H -2.82602 -0.81575 -1.34118  0.2613
H -0.73320 -0.20023 1.78014  0.3007
H 1.50510 -1.03288 0.89034  0.3863
H 0.81734 -0.98063 -0.64402  0.2677
H 1.22990 1.51195 1.06595  0.3074
H 0.55930 1.42353 -0.61202  0.2655
H 2.90488 1.66689 -0.56639  0.3005

=====

b:
The following is a quantum chemistry calculation of a 2-piece molecular cluster, C3H8N2O2 overall, from OMol25.

* spin multiplicity: 1
* Kohn-Sham gap: 10.68 eV

Each line ends with the Mulliken charge.
CARTESIAN COORDINATES (ANGSTROEM)
O 0.13146 2.03722 -0.66138  -0.6144
C -0.35637 0.96232 -0.42688  0.4750
N 0.01610 -0.27619 -0.94459  -0.2690
C -1.00013 -1.23932 -0.54805  -0.4657
C -1.60599 -0.57789 0.68718  -0.3035
O -1.40511 0.81433 0.43244  -0.3256
H 0.98644 -0.47202 -0.70098  0.4171
H -0.59183 -2.23454 -0.36663  0.3450
H -1.74563 -1.30926 -1.34795  0.2395
H -1.07386 -0.86031 1.60533  0.2385
H -2.67522 -0.74710 0.81785  0.2961
N 2.22891 0.74826 0.74867  -0.7010
H 2.04105 1.63368 0.28338  0.2410
H 3.23062 0.66346 0.86789  0.2277
H 1.81122 0.82778 1.67128  0.1995

=====

c:
The following is a quantum chemistry calculation of a 2-piece molecular cluster, C3H8N2O2 overall, from OMol25.

* spin multiplicity: 1
* Kohn-Sham gap: 10.54 eV

Each line ends with the Mulliken charge.
CARTESIAN COORDINATES (ANGSTROEM)
O 0.30837 1.79971 -1.05717  -0.5001
C -0.01874 0.78342 -0.52599  0.2751
N 0.22944 -0.55280 -0.97048  -0.3219
C -1.03152 -1.19415 -0.60326  -0.5244
C -1.35928 -0.57142 0.75132  -0.2001
O -0.81740 0.74870 0.59972  -0.3403
H 1.00125 -0.94491 -0.42787  0.3481
H -0.96740 -2.27960 -0.62487  0.3507
H -1.76549 -0.85838 -1.34238  0.2863
H -0.87827 -1.10172 1.58403  0.2547
H -2.42708 -0.47415 0.95512  0.2855
N 2.09068 1.20301 1.15778  -0.8715
H 1.86995 2.04070 0.62910  0.3091
H 2.52343 0.55374 0.50966  0.2595
H 1.19976 0.82759 1.46865  0.3893

=====

Short version: b, a, c, most stable first.

=====

a:
The following is a quantum chemistry calculation of one molecule with the formula C3H8N2O2, from OMol25.

* spin multiplicity: 1
* Kohn-Sham gap: 9.31 eV

Each line ends with the Mulliken charge.
CARTESIAN COORDINATES (ANGSTROEM)
C -1.28623 0.50320 -1.08621  -0.9734
C -0.52353 0.29901 0.17492  0.7343
N -0.74080 -0.06272 1.34943  -0.4307
O -2.38642 0.17722 1.36166  -0.5118
N 1.11663 0.25194 -0.01720  -0.0741
C 1.75245 -0.92607 -0.57705  -0.8125
O 1.84473 0.73429 1.05872  -0.4479
H -1.97398 1.34103 -0.95317  0.3383
H -0.60523 0.68724 -1.91767  0.3344
H -1.87460 -0.39049 -1.30179  0.2765
H -2.48608 0.55935 2.24955  0.3143
H 1.36164 -1.11512 -1.57826  0.2983
H 1.60847 -1.81289 0.05082  0.2971
H 2.82860 -0.75405 -0.69404  0.3037
H 1.36435 0.50804 1.88030  0.3536

=====

b:
The following is a quantum chemistry calculation of one molecule with the formula C3H8N2O2, from OMol25.

* spin multiplicity: 1
* Kohn-Sham gap: 10.02 eV

Each line ends with the Mulliken charge.
CARTESIAN COORDINATES (ANGSTROEM)
N -0.00401 1.88155 1.73347  -0.4128
C -0.79128 1.40202 0.70096  0.4006
O -2.00166 1.39806 0.82149  -0.5932
N -0.14403 0.96773 -0.44498  -0.1867
C 0.71025 -0.24152 -0.45392  -0.4556
C -0.12649 -1.36875 -1.09516  -0.5439
O 0.60507 -2.62428 -1.04630  -0.5168
H 0.98710 1.85058 1.63944  0.2502
H -0.42513 1.56351 2.60078  0.2359
H -0.40775 1.18862 -1.38745  0.2551
H 1.66665 -0.03600 -0.93504  0.3015
H 0.96012 -0.48979 0.58206  0.2780
H -0.38217 -1.10967 -2.11741  0.3458
H -0.99449 -1.43407 -0.43771  0.3128
H 0.34783 -2.94799 -0.16022  0.3291

=====

c:
The following is a quantum chemistry calculation of C3H8N2O2 as an isolated structure, from OMol25.

* spin multiplicity: 1
* Kohn-Sham gap: 8.52 eV

Each line ends with the Mulliken charge.
CARTESIAN COORDINATES (ANGSTROEM)
C 0.34854 -0.45182 1.11101  -0.2284
C -0.19217 1.28230 -0.65383  -0.5343
C 0.88740 0.28667 -0.10074  0.6903
N 0.68370 -1.36107 -0.61426  -0.8202
N -0.87167 -0.93490 1.34465  -0.2382
O -1.59123 1.05082 -0.52526  -0.5355
O 2.08485 0.70202 -0.08902  -0.8089
H -1.88758 1.13389 -1.45356  0.3475
H 0.97484 -0.32665 1.99375  0.4103
H 1.61072 -1.74374 -0.43293  0.2778
H 0.61834 -1.21593 -1.61946  0.2965
H -1.05164 -1.35159 2.25198  0.2530
H -1.66594 -0.69670 0.75950  0.2242
H -0.00413 2.28064 -0.25216  0.2989
H 0.05598 1.34605 -1.71967  0.3670

=====

Short version: b, c, a, most stable first.

=====

a:
The following is a quantum chemistry calculation of one molecule with the formula C3H8N2O2, from OMol25.

* spin multiplicity: 1
* Kohn-Sham gap (alpha / beta): 8.72 / 8.10 eV

Each line ends with the Mulliken charge.
CARTESIAN COORDINATES (ANGSTROEM)
C -1.49398 1.07486 -0.48324  -1.0192
C -0.23940 -0.73081 0.78917  0.0392
C -0.61135 0.63898 0.62281  -0.1702
O 0.06043 -1.26928 2.02346  -0.5106
H 0.75726 -0.72740 2.42177  0.3663
H -0.84859 -1.43910 0.23110  0.3016
H 0.01873 1.37327 1.10796  0.3106
H -0.94186 1.08353 -1.43971  0.2507
H -1.87084 2.08433 -0.31177  0.3336
H -2.34585 0.40261 -0.62146  0.3046
N 1.11904 -0.47570 -1.40560  -0.5615
N 1.16609 -0.57420 -0.01208  0.4754
O 2.17318 -0.12261 0.59126  -0.5999
H 1.14912 -1.40887 -1.80569  0.2388
H 1.90802 0.09040 -1.70799  0.2406

=====

b:
The following is a quantum chemistry calculation of a 2-piece molecular cluster, C3H8N2O2 overall, from OMol25.

* spin multiplicity: 1
* Kohn-Sham gap: 8.57 eV

Each line ends with the Mulliken charge.
CARTESIAN COORDINATES (ANGSTROEM)
C 0.26557 -0.38458 -1.16525  -1.1312
C -0.90175 -0.14135 -0.51127  0.7045
N -1.42687 -1.02437 0.41646  -0.5262
N -1.71591 0.93354 -0.81924  -0.5349
H 0.73082 -1.35152 -1.10546  0.3278
H 0.58375 0.26591 -1.96060  0.2662
H -0.74803 -1.67601 0.78720  0.2509
H -2.01044 -0.61236 1.13128  0.2239
H -1.28012 1.64958 -1.37669  0.2191
H -2.29867 1.28886 -0.07612  0.2263
O 2.52813 1.02162 0.17810  -0.5519
C 1.57700 0.54257 0.72930  0.3475
O 1.58960 -0.60272 1.43046  -0.4135
H 0.64553 1.11293 1.00295  0.2748
H 2.46139 -1.02211 1.33886  0.3168

=====

c:
The following is a quantum chemistry calculation of one molecule with the formula C3H8N2O2, from OMol25.

* spin multiplicity: 1
* Kohn-Sham gap: 10.26 eV

Each line ends with the Mulliken charge.
CARTESIAN COORDINATES (ANGSTROEM)
N -1.62163 -1.78835 -0.29821  -0.4917
C -0.32064 -1.30560 -0.25005  0.4803
O 0.55391 -1.86407 0.38494  -0.5509
N -0.13648 -0.11077 -0.91585  -0.2499
C 0.97523 0.75198 -0.54828  -0.5226
C 0.73885 1.51805 0.76209  -0.3870
O 0.33878 0.71896 1.84560  -0.4825
H -1.68996 -2.73407 0.04833  0.2528
H -2.18148 -1.60074 -1.11698  0.2070
H -0.95562 0.34157 -1.29370  0.2305
H 1.12310 1.47610 -1.35815  0.3425
H 1.86926 0.12972 -0.47600  0.2790
H 0.01503 2.33255 0.58518  0.2646
H 1.68282 1.98114 1.06716  0.3033
H -0.39118 0.15352 1.56391  0.3245

=====

Short version: c, b, a, most stable first.